Here is the molecule C6H15BrSi from the Open Molecules 2025 dataset. Energies are from the ωB97M-V functional and the def2-TZVPD basis.

```
23
Properties=species:S:1:pos:R:3:mulliken_charge:R:1
C -0.05 -1.84 0.68 -1.359
C -0.26 -0.74 -0.43 1.396
C -1.63 -0.79 -1.16 -1.679
C 0.89 -1.01 -1.43 -2.097
Si 0.16 1.19 0.07 0.729
C 1.79 1.26 1.03 -1.242
C -1.19 1.84 1.19 -0.999
Br 0.29 2.39 -1.84 -0.337
H 0.91 -1.64 1.06 0.404
H -0.78 -1.70 1.55 0.331
H -0.24 -2.90 0.14 0.341
H -1.77 0.09 -1.71 0.417
H -2.38 -0.96 -0.44 0.394
H -1.45 -1.57 -2.02 0.328
H 0.75 -0.58 -2.34 0.558
H 1.91 -0.75 -1.11 0.318
H 0.87 -2.08 -1.45 0.543
H 2.52 0.47 0.81 0.352
H 2.40 2.26 0.87 0.288
H 1.62 1.17 2.03 0.428
H -2.18 1.25 0.98 0.221
H -0.88 1.73 2.33 0.266
H -1.30 2.91 1.18 0.398
```

Properties
Energy above the lowest of the compared OMol25 structures with the same formula, charge and spin in eV: 1.2298
SMILES: CC(C)(C)[Si](C)(C)Br
Energy in hartree: -3101.128683
HOMO-LUMO gap in eV: 9.949